(1)
This record from OMol25 describes a molecular structure, C18H29N9O3PdS2 in a non-equilibrium geometry. The level of theory is ωB97M-V with the def2-TZVPD basis set.

Last column: Löwdin spin population.
CARTESIAN COORDINATES (ANGSTROEM)
Pd (-0.919, 0.334, 0.061)  1.2742
N (-3.293, 0.391, 3.825)  0.0547
C (-2.532, 0.542, 2.750)  0.0599
S (-1.355, -0.543, 2.300)  0.2608
N (-2.801, 1.753, 2.115)  0.4501
N (-2.267, 1.877, 0.901)  0.1401
C (-2.368, 3.121, 0.465)  0.1933
C (-1.973, 3.615, -0.832)  0.0902
C (-2.069, 4.980, -1.016)  0.1227
C (-1.754, 5.590, -2.261)  0.2368
C (-1.374, 4.814, -3.341)  0.0268
C (-1.298, 3.439, -3.212)  0.2470
C (-1.575, 2.773, -1.962)  0.0753
O (-1.496, 1.532, -1.894)  0.3225
H (-3.279, -0.470, 4.347)  0.0038
H (-4.018, 1.067, 4.015)  0.0012
H (-2.790, 3.847, 1.154)  0.0044
H (-2.395, 5.616, -0.204)  0.0018
H (-1.833, 6.663, -2.352)  0.0097
H (-1.148, 5.283, -4.288)  -0.0033
H (-1.011, 2.799, -4.034)  0.0085
N (1.555, 1.715, 1.439)  0.0235
C (2.130, 0.404, 1.171)  0.0008
C (3.656, 0.346, 0.945)  -0.0001
C (4.429, 0.061, 2.235)  -0.0001
C (4.583, -1.462, 2.382)  0.0000
N (3.320, -2.150, 2.077)  0.0004
C (2.377, -2.524, 2.924)  0.0001
N (2.552, -2.469, 4.247)  0.0001
N (1.209, -2.933, 2.432)  0.0000
C (1.435, -0.153, -0.061)  0.0026
O (1.369, 0.566, -1.066)  0.0132
O (0.921, -1.330, 0.040)  0.0631
H (1.807, 2.347, 0.683)  -0.0005
H (1.897, 2.104, 2.311)  0.0005
H (1.842, -0.249, 1.996)  0.0005
H (3.963, 1.265, 0.444)  0.0001
H (3.896, -0.452, 0.235)  0.0002
H (3.920, 0.493, 3.101)  0.0000
H (5.430, 0.495, 2.217)  0.0000
H (4.964, -1.778, 3.352)  0.0000
H (5.303, -1.830, 1.650)  0.0000
H (3.071, -2.212, 1.099)  0.0004
H (3.452, -2.255, 4.639)  0.0000
H (1.865, -2.857, 4.871)  0.0000
H (1.004, -2.801, 1.449)  0.0001
H (0.445, -3.174, 3.038)  0.0003
C (-3.944, -2.652, -3.204)  0.0076
N (-2.515, -2.522, -3.041)  0.0095
C (-1.582, -3.067, -4.027)  0.0015
C (-0.201, -2.689, -3.452)  0.0012
N (-0.552, -1.965, -2.236)  0.0062
C (-1.865, -1.931, -2.049)  0.0353
S (-2.640, -1.225, -0.686)  0.2454
H (-4.234, -2.274, -4.185)  0.0000
H (-4.450, -2.074, -2.435)  0.0062
H (-4.241, -3.698, -3.122)  0.0002
H (-1.771, -2.611, -5.000)  0.0005
H (-1.722, -4.146, -4.120)  0.0000
H (0.369, -2.051, -4.127)  0.0000
H (0.400, -3.567, -3.212)  0.0003
H (0.102, -1.716, -1.491)  0.0002

orbital gap (alpha / beta)	0.27843 / 0.19011	Eh
net charge	+2
2S+1	5
maximum force	1.1	eV/Å
electronic energy	-63826.024	eV
LUMO (alpha / beta)	-5.72 / -8.41	eV

=====

(2)
This record from OMol25 describes C20H18N4 in the gas phase in a non-equilibrium geometry. The level of theory is ωB97M-V with the def2-TZVPD basis set.

Last column: natural (NBO) charge in e.
CARTESIAN COORDINATES (ANGSTROEM)
N (-0.003, 2.337, 1.012)  -0.4692
N (-0.229, 0.252, 2.061)  -0.4344
N (-0.160, -1.649, 0.689)  -0.4613
C (0.201, 2.760, -0.181)  0.4363
C (-0.341, -1.107, 1.895)  0.3903
C (-0.067, 1.035, 0.975)  0.3263
C (0.007, -0.865, -0.408)  0.2526
C (-0.833, -3.713, 5.220)  -0.1938
C (0.354, -2.174, -4.601)  -0.2062
C (-0.602, -2.337, 5.541)  -0.2345
C (-0.881, -4.242, 3.928)  -0.2341
C (-0.592, -2.616, -3.773)  -0.2186
C (1.372, -1.259, -4.028)  -0.2042
C (-0.391, -1.540, 4.400)  -0.1697
C (-0.658, -3.383, 2.853)  -0.1585
C (-0.647, -2.335, -2.362)  -0.1645
C (1.223, -0.932, -2.727)  -0.2269
C (-0.490, -2.001, 3.095)  -0.1106
C (0.279, -1.458, -1.803)  -0.0740
C (0.018, 0.551, -0.302)  0.0088
N (0.336, 1.650, -0.989)  -0.5344
C (-0.824, 5.035, -0.970)  -0.5927
C (1.337, 4.332, -1.831)  -0.6147
C (0.425, 4.207, -0.661)  -0.2714
H (-0.891, -4.605, 5.934)  0.2117
H (0.422, -2.520, -5.654)  0.2208
H (-0.430, -1.968, 6.612)  0.2343
H (-0.982, -5.211, 3.658)  0.2051
H (-1.312, -3.365, -4.017)  0.2115
H (2.126, -0.834, -4.748)  0.2250
H (-0.167, -0.456, 4.450)  0.2425
H (-0.506, -3.995, 1.907)  0.2346
H (-1.552, -2.693, -1.816)  0.2264
H (1.973, -0.281, -2.344)  0.2077
H (0.417, 1.801, -1.977)  0.4156
H (-1.497, 4.516, -1.601)  0.2091
H (-1.204, 5.242, 0.131)  0.2211
H (-0.594, 5.999, -1.340)  0.2138
H (0.693, 4.427, -2.713)  0.2015
H (1.899, 5.310, -1.780)  0.2357
H (1.896, 3.404, -2.002)  0.2097
H (0.877, 4.679, 0.267)  0.2332

orbital gap	0.31243	Eh
relative energy (zero: lowest compared OMol25 entry of this formula, charge and spin)	241.7	kJ/mol
maximum force	4.9	eV/Å
electronic energy	-26990.873	eV
LUMO	0.18	eV
SMILES string	CC(C)c1nc2nc(-c3ccccc3)nc(-c3ccccc3)c2[nH]1